1.
Molecular formula: C45H88N9O13S
Method: DFT, ωB97M-V/def2-TZVPD

Atoms and positions in Å:
C  1.520  6.571  -1.526
C  2.065  5.259  -2.405
N  1.052  4.141  -2.346
C  1.143  3.292  -1.118
N  2.276  3.528  -0.096
C  1.971  2.506  1.022
N  2.274  2.817  2.314
C  1.887  1.833  3.395
C  0.236  1.929  3.651
C  -0.008  1.891  5.305
C  -0.140  0.342  5.884
N  1.006  -0.077  6.783
C  1.835  -1.185  6.120
C  1.234  -2.677  5.720
O  3.143  -0.951  5.818
C  2.965  4.087  2.812
C  2.045  4.900  3.949
C  4.464  3.703  3.448
C  5.433  3.428  2.112
N  1.356  1.389  0.272
C  1.369  -0.029  0.698
C  2.815  -0.744  0.945
S  2.493  -2.154  2.193
C  4.094  -2.602  3.053
N  4.545  -3.823  3.823
N  5.877  -3.541  4.172
C  6.245  -2.157  3.631
O  5.112  -1.510  2.918
C  1.384  1.646  -1.253
C  2.816  1.146  -1.867
C  3.485  2.109  -3.006
C  5.029  2.689  -2.725
N  2.922  2.508  -4.193
C  0.020  1.192  -2.039
C  0.091  -0.260  -2.792
O  0.780  -0.215  -4.125
C  -1.429  -0.867  -3.141
N  -1.872  -1.948  -2.171
H  1.431  7.547  -2.164
H  0.452  6.228  -1.116
H  2.183  6.709  -0.544
H  3.164  4.956  -2.144
H  2.071  5.644  -3.534
H  0.081  4.454  -2.566
H  0.110  3.445  -0.590
H  1.928  4.469  0.260
H  2.358  2.173  4.438
H  2.251  0.735  3.230
H  -0.165  2.965  3.284
H  -0.347  1.006  3.230
H  0.779  2.531  5.896
H  -1.063  2.401  5.519
H  -1.122  0.278  6.540
H  -0.170  -0.381  4.956
H  0.569  -0.556  7.627
H  0.437  -2.608  4.857
H  0.738  -3.239  6.637
H  2.101  -3.382  5.308
H  3.187  4.875  1.980
H  2.378  6.037  3.940
H  0.911  4.869  3.660
H  2.148  4.428  5.023
H  4.434  2.771  4.154
H  4.926  4.671  3.959
H  5.227  2.333  1.706
H  5.106  4.154  1.239
H  6.575  3.544  2.345
H  0.774  -0.108  1.730
H  0.725  -0.682  -0.062
H  3.300  -1.220  -0.016
H  3.546  0.044  1.415
H  7.243  -1.549  3.691
H  2.819  0.048  -2.295
H  3.584  1.138  -0.953
H  5.833  1.905  -3.130
H  5.243  2.751  -1.556
H  5.170  3.766  -3.165
H  1.960  2.107  -4.215
H  -0.372  1.972  -2.834
H  -0.839  1.132  -1.213
H  0.630  -1.110  -2.195
H  0.115  0.094  -4.836
H  -1.351  -1.402  -4.205
H  -2.229  -0.008  -3.292
H  -2.480  -1.555  -1.419
H  -1.073  -2.505  -1.797
O  0.593  -1.639  -8.119
C  0.494  -2.727  -7.557
O  0.116  -3.823  -8.253
C  0.138  -5.167  -7.736
C  -1.129  -5.466  -6.959
C  0.700  -2.842  -6.076
H  1.045  -5.350  -7.154
H  0.190  -5.831  -8.606
H  -1.232  -4.814  -6.089
H  -1.134  -6.505  -6.616
H  -2.011  -5.298  -7.586
H  -0.220  -2.548  -5.563
H  1.510  -2.164  -5.784
H  1.000  -3.835  -5.747
O  0.085  6.496  2.426
C  -0.284  7.643  2.664
O  0.398  8.698  2.161
C  -0.045  10.066  2.232
C  0.350  10.693  3.555
C  -1.438  7.898  3.587
H  -1.117  10.144  2.030
H  0.462  10.596  1.419
H  -0.121  10.183  4.399
H  0.061  11.748  3.582
H  1.432  10.620  3.705
H  -1.088  7.849  4.621
H  -2.193  7.120  3.423
H  -1.940  8.849  3.416
O  -4.867  -6.974  -7.414
C  -5.437  -5.946  -7.769
O  -4.782  -4.762  -7.757
C  -5.296  -3.538  -8.313
C  -6.193  -2.827  -7.318
C  -6.891  -5.967  -8.135
H  -5.789  -3.718  -9.273
H  -4.427  -2.907  -8.526
H  -7.068  -3.430  -7.063
H  -6.537  -1.871  -7.723
H  -5.654  -2.641  -6.383
H  -7.491  -5.926  -7.222
H  -7.103  -6.903  -8.665
H  -7.191  -5.163  -8.805
O  -4.668  -0.307  -1.337
C  -5.509  -1.174  -1.562
O  -6.575  -1.320  -0.743
C  -7.699  -2.179  -1.010
C  -7.411  -3.599  -0.564
C  -5.323  -2.142  -2.692
H  -8.001  -2.118  -2.059
H  -8.536  -1.783  -0.425
H  -6.570  -4.031  -1.111
H  -8.287  -4.236  -0.717
H  -7.142  -3.619  0.497
H  -4.654  -2.944  -2.370
H  -4.870  -1.609  -3.536
H  -6.252  -2.569  -3.066
O  1.177  -4.867  8.273
C  1.233  -5.886  7.590
O  0.620  -5.935  6.385
C  0.768  -7.007  5.436
C  -0.187  -8.142  5.748
C  1.904  -7.120  8.114
H  1.810  -7.335  5.372
H  0.517  -6.587  4.456
H  0.017  -8.581  6.728
H  -0.110  -8.929  4.993
H  -1.219  -7.777  5.774
H  1.210  -7.656  8.766
H  2.785  -6.818  8.693
H  2.266  -7.791  7.337

Results
Lowest unoccupied orbital energy in eV: -2.221
Multiplicity: 1
Gap between HOMO and LUMO in hartree: 0.305
Highest occupied orbital energy in eV: -10.52
Charge: +1

***

2.
Molecular formula: C45H90O36
Method: DFT, ωB97M-V/def2-TZVPD

Atoms and positions in Å:
C  -0.414  -3.612  4.407
C  -1.830  -4.151  4.212
C  -1.848  -4.354  2.709
O  -1.310  -3.117  2.253
C  -0.168  -2.854  3.041
H  0.289  -4.445  4.420
H  -0.321  -2.970  5.278
H  -2.589  -3.437  4.523
H  -1.983  -5.093  4.749
H  -2.812  -4.549  2.244
H  -1.188  -5.176  2.396
H  -0.114  -1.774  3.173
H  0.732  -3.276  2.584
C  -4.669  0.058  1.728
C  -3.700  -0.499  2.781
C  -4.630  -1.056  3.849
O  -5.799  -1.483  3.172
C  -6.024  -0.647  2.057
H  -4.456  -0.189  0.695
H  -4.852  1.111  1.944
H  -2.975  0.248  3.096
H  -3.110  -1.291  2.307
H  -4.875  -0.284  4.595
H  -4.246  -1.903  4.417
H  -6.843  0.064  2.202
H  -6.317  -1.268  1.206
C  -2.004  3.945  2.577
C  -2.935  4.906  3.328
C  -3.670  3.980  4.282
O  -2.781  2.879  4.538
C  -1.649  2.942  3.679
H  -1.109  4.399  2.157
H  -2.555  3.443  1.777
H  -3.595  5.397  2.611
H  -2.316  5.681  3.784
H  -4.581  3.577  3.834
H  -3.883  4.462  5.236
H  -1.456  1.959  3.249
H  -0.790  3.303  4.255
C  -0.446  -2.724  -4.143
O  0.931  -2.539  -3.793
C  1.829  -3.195  -4.517
O  1.611  -4.009  -5.364
O  3.040  -2.786  -4.125
C  4.146  -3.455  -4.726
H  -0.642  -2.176  -5.070
H  -0.996  -2.242  -3.343
H  -0.771  -3.750  -4.291
H  4.304  -4.418  -4.246
H  5.019  -2.848  -4.467
H  4.095  -3.452  -5.811
C  -5.902  5.494  -1.190
O  -4.739  5.083  -1.903
C  -3.877  4.355  -1.201
O  -4.058  3.906  -0.104
O  -2.778  4.193  -1.935
C  -1.688  3.592  -1.259
H  -5.634  6.049  -0.289
H  -6.563  4.670  -0.933
H  -6.404  6.205  -1.843
H  -1.471  4.003  -0.270
H  -0.800  3.768  -1.865
H  -1.859  2.521  -1.143
C  0.152  -7.731  1.761
O  1.355  -7.306  2.407
C  2.025  -6.331  1.807
O  1.659  -5.719  0.841
O  3.159  -6.137  2.469
C  4.201  -5.471  1.753
H  -0.117  -8.725  2.092
H  0.306  -7.711  0.682
H  -0.645  -7.018  1.970
H  3.729  -4.672  1.185
H  4.699  -6.195  1.102
H  4.976  -5.099  2.413
C  -2.839  -2.214  -0.677
O  -3.077  -2.675  -2.008
C  -3.977  -2.060  -2.759
O  -4.818  -1.280  -2.407
O  -3.735  -2.467  -4.007
C  -4.373  -1.781  -5.088
H  -3.684  -2.466  -0.038
H  -2.726  -1.127  -0.641
H  -1.889  -2.640  -0.379
H  -4.426  -2.504  -5.900
H  -3.790  -0.908  -5.359
H  -5.406  -1.544  -4.839
C  6.505  -0.300  -4.967
O  6.107  -1.607  -4.562
C  5.286  -1.663  -3.521
O  4.778  -0.722  -2.967
O  5.107  -2.935  -3.209
C  4.186  -3.183  -2.142
H  7.373  -0.408  -5.614
H  6.833  0.289  -4.111
H  5.712  0.190  -5.529
H  3.950  -4.242  -2.159
H  3.291  -2.583  -2.258
H  4.700  -2.938  -1.210
C  -0.822  3.118  -8.172
O  -0.952  1.899  -7.471
C  -1.569  1.973  -6.300
O  -2.066  2.950  -5.810
O  -1.583  0.752  -5.778
C  -2.117  0.661  -4.458
H  0.123  3.116  -8.710
H  -0.719  3.952  -7.481
H  -1.680  3.302  -8.815
H  -1.926  -0.346  -4.113
H  -3.200  0.830  -4.496
H  -1.760  1.430  -3.778
C  3.587  -2.654  3.817
O  3.729  -2.305  2.449
C  3.689  -1.024  2.086
O  3.641  -0.064  2.798
O  3.698  -1.020  0.770
C  3.616  0.218  0.073
H  4.180  -2.079  4.527
H  3.865  -3.703  3.858
H  2.549  -2.593  4.148
H  2.890  0.900  0.519
H  3.344  0.017  -0.959
H  4.596  0.698  0.089
C  3.276  3.483  3.927
O  3.447  3.982  2.599
C  2.384  3.962  1.813
O  1.319  3.466  2.086
O  2.696  4.548  0.666
C  1.733  4.575  -0.354
H  2.833  4.256  4.549
H  4.277  3.272  4.302
H  2.759  2.530  3.909
H  1.604  3.631  -0.892
H  2.000  5.292  -1.123
H  0.738  4.846  0.006
C  1.494  0.159  4.995
O  1.502  1.340  5.795
C  1.622  1.192  7.104
O  1.794  0.155  7.687
O  1.526  2.397  7.665
C  1.615  2.412  9.090
H  1.312  0.464  3.974
H  0.700  -0.515  5.329
H  2.432  -0.361  5.158
H  1.081  1.584  9.553
H  1.202  3.360  9.414
H  2.661  2.299  9.384
C  0.570  5.777  -5.760
O  0.806  4.373  -5.734
C  1.071  3.866  -4.536
O  1.113  4.517  -3.517
O  1.273  2.574  -4.669
C  1.564  1.800  -3.492
H  -0.231  6.069  -5.083
H  0.264  6.009  -6.777
H  1.472  6.325  -5.490
H  1.254  0.791  -3.752
H  0.909  2.103  -2.677
H  2.624  1.880  -3.267
C  1.007  -2.532  -0.692
O  0.208  -1.638  -1.434
C  -0.098  -0.419  -1.040
O  -0.708  0.353  -1.726
O  0.230  -0.178  0.236
C  -0.313  1.003  0.797
H  0.880  -3.583  -0.934
H  0.726  -2.480  0.366
H  2.063  -2.273  -0.696
H  -1.407  1.045  0.792
H  -0.030  1.880  0.210
H  0.077  1.085  1.804

Results
Lowest unoccupied orbital energy in eV: 0.439
Multiplicity: 1
Gap between HOMO and LUMO in hartree: 0.331
Relative energy (zero: lowest compared OMol25 entry of this formula, charge and spin) in kcal/mol: 153.7
Highest occupied orbital energy in eV: -8.57

***

3.
Molecular formula: C45H96K2N5O10P
Method: DFT, ωB97M-V/def2-TZVPD

Atoms and positions in Å:
K  9.156  14.532  17.119
K  8.994  16.988  13.054
O  11.986  15.554  15.388
H  11.428  16.285  15.795
P  7.968  17.129  15.796
O  9.349  16.878  15.743
O  7.506  18.305  14.913
O  7.296  16.928  17.086
O  7.546  15.846  14.741
C  8.258  22.934  13.468
C  8.966  21.585  13.044
C  10.164  21.719  11.986
C  11.302  22.380  12.537
C  11.847  21.576  13.784
C  10.734  21.294  14.848
N  9.450  20.798  14.191
O  8.445  20.650  15.109
C  11.201  20.080  15.710
C  10.440  22.570  15.628
C  7.894  20.723  12.232
H  8.952  23.734  13.295
H  8.160  22.790  14.535
H  7.301  23.159  12.973
H  10.405  20.684  11.723
H  9.842  22.156  10.999
H  11.043  23.438  12.808
H  12.130  22.416  11.833
H  12.759  21.980  14.187
H  12.028  20.538  13.483
H  11.068  19.153  15.151
H  12.239  20.120  16.068
H  10.513  19.957  16.560
H  11.059  22.703  16.488
H  10.515  23.433  14.979
H  9.445  22.539  16.037
H  6.996  20.677  12.862
H  8.103  19.682  12.051
H  7.715  21.347  11.316
H  8.239  19.640  14.929
C  14.196  17.047  13.886
C  13.734  17.103  12.360
C  14.943  17.334  11.421
C  15.857  16.097  11.295
C  15.039  14.966  10.833
C  13.836  14.622  11.713
N  13.067  15.817  11.906
O  11.896  15.618  12.602
C  13.043  13.617  10.976
C  14.270  13.911  13.011
C  12.624  18.177  12.228
H  15.276  16.975  13.983
H  13.708  16.250  14.346
H  14.035  18.008  14.409
H  14.640  17.749  10.461
H  15.557  18.101  11.872
H  16.285  15.955  12.269
H  16.686  16.215  10.561
H  15.640  14.052  10.659
H  14.648  15.221  9.921
H  12.334  13.132  11.629
H  12.484  14.078  10.119
H  13.679  12.776  10.523
H  14.685  12.870  12.787
H  15.011  14.519  13.445
H  13.368  13.883  13.623
H  12.118  18.177  11.262
H  13.170  19.137  12.351
H  11.890  18.132  13.028
H  12.080  15.428  13.564
C  10.489  16.485  21.550
C  10.377  15.547  20.372
C  10.729  14.081  20.791
C  9.576  13.458  21.587
C  8.365  13.439  20.605
C  7.870  14.809  20.197
N  9.065  15.559  19.634
O  8.829  16.909  19.363
C  6.668  14.580  19.257
C  7.279  15.632  21.358
C  11.375  16.092  19.334
H  10.462  15.865  22.482
H  9.839  17.312  21.692
H  11.463  16.978  21.613
H  10.951  13.532  19.879
H  11.634  14.206  21.401
H  9.240  13.933  22.529
H  9.914  12.549  22.002
H  7.522  12.863  21.062
H  8.716  12.771  19.820
H  5.740  14.314  19.825
H  6.456  15.508  18.801
H  6.886  13.896  18.428
H  7.211  16.641  20.900
H  6.324  15.366  21.733
H  8.030  15.855  22.147
H  11.513  15.448  18.459
H  12.356  16.358  19.758
H  10.987  17.047  19.001
H  8.287  17.072  18.412
C  8.136  13.586  9.744
C  8.124  15.020  9.116
C  7.825  14.815  7.627
C  6.358  14.631  7.299
C  5.586  15.814  7.922
C  5.808  15.904  9.434
N  7.260  15.960  9.754
O  7.473  15.982  11.130
C  5.265  17.291  9.803
C  4.864  14.809  10.057
C  9.523  15.633  9.342
H  9.186  13.214  9.774
H  7.671  12.822  9.191
H  7.804  13.502  10.751
H  8.272  15.742  7.129
H  8.376  13.940  7.295
H  5.960  13.662  7.470
H  6.331  14.763  6.240
H  4.529  15.640  7.640
H  5.966  16.712  7.434
H  5.113  17.389  10.897
H  5.973  18.029  9.464
H  4.325  17.527  9.243
H  3.870  15.173  10.075
H  4.959  13.849  9.593
H  5.105  14.580  11.108
H  9.568  16.702  9.148
H  10.420  15.095  8.842
H  9.777  15.473  10.338
H  6.794  16.134  14.256
C  11.283  12.028  14.077
C  10.620  11.359  15.278
C  10.815  9.859  15.130
C  12.196  9.337  15.601
C  12.453  9.886  16.995
C  12.470  11.397  16.948
N  11.127  11.866  16.548
O  11.193  13.248  16.486
C  12.642  11.833  18.469
C  13.694  11.916  16.174
C  9.132  11.742  15.271
H  11.723  12.943  14.392
H  10.704  11.997  13.135
H  12.082  11.408  13.664
H  10.003  9.397  15.799
H  10.650  9.642  14.057
H  12.915  9.816  14.942
H  12.443  8.307  15.491
H  13.370  9.533  17.388
H  11.556  9.557  17.636
H  13.526  11.355  18.981
H  12.807  12.896  18.429
H  11.792  11.561  19.111
H  14.653  11.572  16.526
H  13.750  11.596  15.131
H  13.692  12.957  16.232
H  8.664  11.517  14.259
H  9.045  12.824  15.221
H  8.629  11.305  16.196
H  11.566  14.658  15.578

Results
Lowest unoccupied orbital energy in eV: 3.469
Multiplicity: 1
Gap between HOMO and LUMO in hartree: 0.162
Highest occupied orbital energy in eV: -0.94
Charge: -2